(1)
Computed, not measured: C22H29B2IrN8S4 as an isolated structure, with ωB97M-V/def2-TZVPD.

XYZ file:
```
66
Properties=species:S:1:pos:R:3:forces:R:3
H 1.72244 -5.01655 1.56899 -0.0153 -0.0047 0.0078
H 3.02233 -3.13964 3.53485 -0.0019 0.0009 -0.0009
H 2.12453 3.22468 -0.61978 -0.0398 -0.0054 0.0736
H 2.48797 2.06281 3.20385 -0.0062 -0.0016 -0.0062
C -3.75865 3.27018 -0.38085 0.0174 -0.0156 0.0218
H -2.50588 2.82646 -5.01112 0.0015 -0.0011 0.0009
S -1.39095 -1.61449 0.02158 -0.0868 -0.1486 0.0572
N -0.91084 2.55674 -3.72024 0.0062 0.0188 -0.0211
H 1.11372 1.62812 -0.19774 -0.1997 0.0582 0.3916
C 0.38088 3.96274 -2.64019 0.0145 0.0115 -0.0610
H -1.44234 -3.67900 -2.34264 -0.0005 0.0120 0.0027
H -2.67560 1.46830 -3.87203 -0.0026 -0.0158 0.0025
H 0.88994 4.81233 -2.22248 -0.0033 0.0005 0.0062
C -1.51919 2.72276 0.32123 0.0283 0.0174 -0.0249
H -4.57798 3.97482 -0.45201 0.0017 -0.0010 -0.0032
S 0.08313 0.45750 2.12839 -0.0694 0.0305 0.0506
C -1.98701 2.00619 -4.52202 -0.0098 0.0145 0.0155
C 1.43434 -0.49884 2.62322 0.0602 -0.0021 -0.0302
H 1.35709 -5.41888 -1.13735 -0.0046 -0.0088 0.0024
C 0.94644 -4.68453 -0.46833 0.0531 0.0771 -0.0225
C 3.72361 1.81193 -2.61118 0.0645 -0.0139 -0.0026
C -0.28225 -2.94346 0.15496 0.1762 0.1384 -0.0966
N 0.66860 2.67761 -2.23285 -0.0266 -0.0118 0.0557
Ir 0.03530 0.21446 -0.23133 0.5442 0.0930 -0.1860
H 4.11556 1.47990 2.77706 -0.0013 0.0005 0.0034
N 0.36716 -3.39645 1.23636 -0.1322 -0.1172 0.0179
S -0.22795 0.14207 -2.63021 -0.0213 0.0052 0.0328
H 0.15653 -4.23266 -2.89392 -0.0006 -0.0038 0.0022
C 4.71049 -1.62058 -2.19521 -0.0009 -0.0009 -0.0009
S 2.21692 -1.03945 -0.42964 -0.1806 0.1189 -0.0394
H -1.59155 1.32413 -5.27244 -0.0056 -0.0024 -0.0001
H 5.43168 -1.67788 -3.00685 0.0002 0.0035 0.0014
C -0.14121 1.83358 -2.89032 0.0135 -0.0051 0.0533
B 0.31971 -2.86350 2.71975 0.0056 0.0197 -0.0116
H -0.74002 -2.36552 2.94697 0.0101 -0.0014 -0.0014
C 1.12484 -4.47738 0.85660 0.0582 -0.0037 0.0024
C 2.75736 -2.13438 3.26127 0.0251 -0.0209 0.0093
H -4.82493 1.66439 -1.32640 0.0091 0.0058 -0.0009
N 1.47591 -1.81353 2.88079 -0.0282 0.0429 0.0239
H 3.92861 -2.36434 -2.33951 0.0030 -0.0023 -0.0032
N 2.77933 1.34681 -1.71595 -0.0194 -0.0348 0.0189
H 5.20793 -1.82239 -1.24675 -0.0048 -0.0022 0.0029
B 1.65874 2.24142 -1.13421 -0.0872 -0.1630 -0.3375
N 4.12102 -0.29854 -2.19254 0.0112 0.0143 0.0338
H 3.71129 2.82784 -2.96381 0.0020 0.0042 0.0096
H 5.41559 0.75008 -3.55941 0.0024 0.0010 0.0002
H 2.85056 1.61565 1.53045 0.0054 -0.0008 0.0015
H -0.60396 3.03525 0.81366 0.0085 0.0028 -0.0130
N 2.66671 0.00665 2.84410 0.0040 -0.0272 -0.0053
C -0.59486 3.89665 -3.57152 0.0245 -0.0054 0.0225
H 4.54174 -0.83672 3.47251 0.0007 0.0005 0.0023
C 3.03276 0.04772 -1.46494 0.0128 -0.0489 -0.0387
H -2.97245 0.07853 -1.18280 -0.0063 0.0467 -0.0478
C -2.56477 3.63343 0.22575 -0.0220 -0.0066 -0.0073
H -1.10653 4.66469 -4.12207 0.0049 0.0022 -0.0044
C -1.61308 1.42558 -0.19964 -0.0162 0.0973 0.0254
C 4.56187 0.79922 -2.90816 -0.0402 0.0118 -0.0170
C -2.83638 1.07818 -0.78414 -0.0186 -0.0287 -0.0152
C -0.36936 -3.51899 -2.26386 -0.0159 0.0040 -0.0184
C -3.89096 1.97884 -0.87304 -0.0119 0.0025 -0.0001
N 0.07498 -3.71273 -0.89634 -0.1047 -0.1345 0.0500
H 0.60560 -3.80317 3.42266 -0.0003 -0.0003 0.0149
C 3.05181 1.37833 2.57438 0.0042 0.0070 0.0056
C 3.50651 -1.00840 3.23922 -0.0107 0.0016 -0.0158
H -2.44337 4.63070 0.63292 -0.0050 0.0008 0.0066
H -0.13943 -2.50637 -2.58750 0.0269 -0.0259 0.0038
```
Forces are in eV/Å.

Summary:
DFT total energy, a.u.: -3040.8248
Strongest force on any atom, Eh/bohr: 0.011
LUMO level, eV: 0.4
HOMO-LUMO gap, eV: 7.68
ΔE to the lowest compared entry with this formula, charge and spin, kcal per mole: 0.7



(2)
Computed, not measured: C22H29BN2O9S2Ti as an isolated structure, with ωB97M-V/def2-TZVPD.

XYZ file:
```
66
Properties=species:S:1:pos:R:3:forces:R:3
H 1.94670 2.76495 -4.71128 -0.0003 -0.0014 -0.0010
C -1.84957 -0.55117 -0.11332 0.0183 0.0319 -0.1018
C -1.38932 0.03799 5.71867 0.0013 0.0021 -0.0069
C 0.19603 0.72881 3.53737 0.0252 0.0299 0.0498
C 3.16983 2.96501 -0.91023 0.0023 0.0051 -0.0029
O 0.13989 -1.69873 1.38418 -0.1497 -0.2322 0.3839
H -0.06529 -2.78874 -0.44361 0.0581 -0.0192 -0.0128
H -0.68264 -4.96758 -2.30093 -0.0168 -0.0001 0.0061
H 0.83114 4.11194 -4.46042 0.0012 0.0021 -0.0008
H 2.53501 3.36881 -0.12399 -0.0035 -0.0087 0.0018
S 0.44363 -2.03169 2.80140 -0.0813 -0.1194 -0.1328
H 0.52926 -3.66704 -2.53249 -0.0176 -0.0286 0.0193
O 1.84601 -2.16090 3.08165 0.0377 0.0216 0.0190
C 0.00479 -4.28212 -1.80656 -0.0046 -0.0188 -0.0214
H -0.93261 -1.86416 -2.31408 -0.0017 0.0077 -0.0106
C -4.08369 -0.01167 0.74811 0.0147 0.0088 -0.0158
C -2.71452 0.21425 0.68585 -0.0077 -0.0338 0.0382
O -0.00933 1.64642 1.12968 -0.0446 0.1929 0.2955
H -2.23849 -3.08960 -2.37495 -0.0112 -0.0077 0.0065
N -0.76563 -3.39292 -0.91479 -0.1198 -0.0380 0.0589
C -0.92964 -0.93646 4.84825 -0.0047 -0.0048 0.0072
H -1.17991 -1.97670 4.99813 -0.0002 -0.0010 -0.0042
O 3.51675 -2.06615 -2.01512 -0.0386 0.0020 -0.0101
B 0.29302 1.08973 -1.86663 -0.0509 0.1046 -0.1230
O 1.71199 2.60743 2.59894 0.0273 0.0275 -0.0633
C -3.84836 -1.80351 -0.80469 -0.0051 0.0001 -0.0067
S 1.07474 1.41132 2.12984 -0.0122 0.0211 0.1689
C -1.52036 -4.14913 0.10747 0.0143 0.0066 0.0087
H 1.40711 4.93036 -1.65035 -0.0010 0.0013 -0.0031
H 3.88837 0.73667 -2.32078 0.0001 0.0010 -0.0085
O -0.38818 -3.13971 3.22867 -0.0128 0.0070 -0.0390
C -1.05079 1.36329 5.50780 -0.0010 0.0016 0.0045
H 0.72869 -4.83629 -1.21368 0.0016 -0.0015 -0.0029
H -5.73484 -1.19916 0.03036 0.0018 -0.0039 0.0039
H 3.71792 3.78411 -1.38407 -0.0015 0.0016 -0.0017
C 2.36803 2.19654 -1.94320 0.0258 -0.0130 -0.0220
H -1.39698 2.13626 6.18209 -0.0001 0.0018 0.0001
O 1.93785 0.38612 1.54448 0.0050 -0.0085 0.0382
H 2.71975 0.88494 -3.62980 0.0007 0.0012 -0.0025
C 1.25894 3.01322 -2.67325 0.0111 0.0105 -0.0032
H -0.83542 -4.81516 0.62545 0.0234 -0.0127 0.0022
H -2.30633 1.02523 1.27894 0.0075 0.0016 0.0044
H -4.70262 0.61251 1.38405 -0.0007 0.0005 -0.0038
H 0.01510 2.72983 4.24167 -0.0008 0.0005 -0.0010
H -2.31070 -4.71161 -0.39049 0.0076 -0.0105 0.0297
H -2.00844 -0.24394 6.56102 -0.0017 -0.0018 0.0010
H -1.93779 -3.45328 0.82570 -0.0190 0.0575 0.0276
O 0.19817 2.04594 -2.86368 -0.0048 -0.0169 -0.0080
H 3.88916 2.29195 -0.44302 0.0009 0.0016 -0.0003
C -1.63325 -2.45566 -1.72238 0.0095 -0.0160 0.0523
O 1.57414 1.19558 -1.27715 -0.1010 0.1334 0.0578
N 1.33135 -1.68994 -1.14371 0.0807 0.2319 0.2037
H 0.38516 3.73217 -0.82679 0.0017 0.0031 0.0036
H 3.96712 2.13358 -3.41429 0.0012 0.0017 0.0025
C 1.66835 3.56366 -4.02656 -0.0003 0.0000 0.0077
H 2.51224 4.25050 -3.92342 0.0003 -0.0016 0.0019
C -2.47416 -1.57079 -0.84956 0.0201 0.0093 -0.0373
H -0.19825 4.53121 -2.29213 -0.0022 -0.0034 0.0022
Ti 0.31410 -0.10734 -0.00390 0.2948 -0.3209 -0.8521
H -4.28047 -2.59931 -1.40634 -0.0010 -0.0036 0.0028
C 0.68574 4.12446 -1.79954 0.0004 -0.0052 0.0061
C -4.66636 -1.02383 -0.00404 0.0075 0.0006 -0.0072
C -0.26251 1.70072 4.42108 0.0000 0.0070 0.0024
C 3.29440 1.44853 -2.89386 -0.0099 0.0031 0.0037
C -0.13492 -0.61331 3.75370 0.0204 0.0110 -0.0079
C 2.43090 -1.86645 -1.56548 0.0060 -0.0198 -0.0076
```
Forces are in eV/Å.

Summary:
DFT total energy, a.u.: -3313.3360
Strongest force on any atom, Eh/bohr: 0.019
<S²>: 0.76
Spin multiplicity: 2
LUMO level (spin up / spin down), eV: 2.6 / 2.6
HOMO-LUMO gap (spin up / spin down), eV: 6.60 / 6.91
Total charge: -1



(3)
Computed, not measured: one molecule with the formula C22H29ClN4O4S, with ωB97M-V/def2-TZVPD.

XYZ file:
```
61
Properties=species:S:1:pos:R:3:forces:R:3
C -0.22728 -1.48388 2.56990 0.1959 -0.2549 -0.0499
H -0.13430 0.12982 -0.86064 -0.1446 0.0232 0.0647
H -2.19964 -0.07131 -2.71463 0.0718 0.0925 -0.0873
H 1.44687 -1.96351 0.09911 0.1814 -0.0260 0.1727
C 5.72528 -0.86957 -0.31882 -0.1761 -0.0369 0.0686
N 2.27972 -1.92502 0.68792 -0.3093 -0.0864 -0.1785
H 0.87663 -3.13027 3.40107 0.0553 0.0353 -0.1002
C -2.90687 -2.05946 -2.98728 -0.0571 -0.1488 -0.0086
C 2.15040 -2.16373 2.02005 -0.5306 -0.2859 -0.0921
C 4.90414 -0.94093 -1.39407 0.5708 0.1375 0.2122
N -0.44042 1.07856 -1.04445 0.4730 -0.1090 -0.0568
H -1.97830 0.08362 3.32903 -0.0758 0.0351 -0.0299
H 1.92937 2.27264 2.95713 0.0287 0.1003 0.0034
H -1.39611 2.53605 1.58808 -0.0126 0.0036 0.0803
O 3.07330 -2.01709 2.79524 -0.0282 -0.0198 0.3440
H -4.01991 -4.09443 -0.52610 -0.0398 -0.0917 0.0123
C 0.48221 1.91115 -1.82004 0.1064 0.3624 -0.1773
H 0.88097 3.35048 1.99415 0.0238 -0.0210 0.0316
H 0.06850 0.87287 -3.67435 0.0155 -0.1107 -0.0637
C 0.77175 -2.63987 2.43277 -0.0723 0.1057 0.0473
H -3.45607 -2.11621 0.81941 -0.0057 -0.0154 0.1180
H 5.17324 -0.73328 -2.41359 0.1428 0.0540 -0.1609
H 6.76147 -0.60326 -0.28989 0.2572 0.0694 -0.0404
H -2.76418 -2.04560 -4.05626 0.0000 -0.0264 -0.0997
C -2.75947 -0.96235 -0.84748 -0.2563 -0.1014 -0.1531
C 3.46357 -1.52747 0.13259 0.9378 0.1644 0.4771
C 1.87142 1.30133 -1.65119 -0.3454 0.0593 -0.0570
H 1.90259 0.27830 -2.01875 0.0328 -0.0899 -0.0296
O -0.36459 -1.48323 0.17344 0.1035 -0.1251 -0.0843
S 4.87806 -1.28814 1.12929 0.0812 0.1307 -0.6970
H 2.60598 1.88390 -2.20024 0.0793 0.0639 -0.0828
C 0.05746 1.89143 -3.29166 0.0230 0.0214 0.2344
C -0.78060 -1.02400 1.23469 0.0671 -0.0477 0.4128
C 0.92457 2.67805 2.85838 0.0808 0.1347 -0.0150
N 3.62708 -1.31365 -1.12931 -0.8476 -0.3129 -0.1327
O 0.06543 1.57791 2.69254 -0.2536 -0.2615 -0.0306
C -3.61416 -3.21350 -0.99827 -0.0187 -0.0175 -0.0407
C -1.71319 1.36821 -0.76070 -0.2641 -0.4376 0.4037
H -3.42100 0.69224 0.29245 0.2754 0.0142 -0.0393
C -3.41385 -3.18951 -2.36944 0.0826 0.2271 0.0930
N -1.78981 -0.12851 1.25844 -0.2780 -0.0036 -0.2689
H -3.17999 0.94951 2.35841 0.0744 -0.0858 0.0310
H 0.73820 2.49313 -3.88740 0.0871 0.0739 -0.1047
C -2.12668 0.66578 2.41997 0.3604 0.4896 0.3338
C -1.28369 1.94241 2.50656 -0.1655 -0.0327 0.0404
H -1.06073 -1.82108 3.19096 0.0079 0.1021 0.0376
H 2.15594 1.29545 -0.60093 0.0618 -0.0196 0.1450
H 1.17338 3.95178 -1.86276 0.1372 0.0494 -0.0642
H 0.40132 -3.35989 1.70100 0.0123 -0.0297 0.0694
H -0.94552 2.29989 -3.39127 -0.1036 0.0422 -0.0489
C 0.47783 3.34538 -1.28916 -0.1300 -0.1196 -0.0773
C -3.29427 -2.09866 -0.24875 -0.0072 0.1194 -0.1553
H -1.63555 2.54924 3.35474 -0.0043 -0.0404 -0.0765
C -2.45690 0.24929 0.00910 -0.0307 0.0833 -0.2147
H 0.78547 3.35851 -0.24599 0.0550 0.0102 0.1207
C -2.58364 -0.95143 -2.22404 -0.1229 0.0294 0.2171
H 0.66745 3.24787 3.75903 0.0232 -0.0129 -0.0144
O -2.29480 2.40310 -1.02668 -0.2478 0.2738 -0.1920
H -0.51587 3.77586 -1.36845 0.0181 0.0799 0.0128
H 0.25097 -0.63574 3.06204 -0.1473 -0.0255 0.0699
Cl -3.81317 -4.57919 -3.31492 -0.0483 -0.1911 -0.1296
```
Forces are in eV/Å.

Summary:
DFT total energy, a.u.: -2234.1659
Strongest force on any atom, Eh/bohr: 0.021
SMILES: COCCN(C(=O)CCC(=O)Nc1nccs1)[C@@H](C(=O)NC(C)(C)C)c1ccc(Cl)cc1
LUMO level, eV: 0.5
HOMO-LUMO gap, eV: 8.87
ΔE to the lowest compared entry with this formula, charge and spin, kcal per mole: 0.7